# C5H14BN

A 2-piece molecular cluster, C5H14BN overall at a distorted geometry (ωB97M-V with the def2-TZVPD basis set, the Open Molecules 2025 dataset).

```
! RIJCOSX wB97M-V def2-TZVPD def2/J DEFGRID3
* xyz 0 1
B -0.7530 -2.2924 0.0235
C 0.5068 0.9238 1.2053
C 2.0831 -0.5376 0.0345
C 0.6509 1.0182 -1.3891
C -2.8659 0.3556 0.2749
C 0.6968 -0.0158 -0.1452
N -0.3951 -0.9628 -0.1066
H -1.7121 -2.7826 0.1630
H 0.1956 -3.0434 -0.1652
H -0.4697 1.3777 0.9465
H 0.3861 0.1552 1.9894
H 1.4612 1.4880 1.4203
H 2.4737 -0.7994 -1.0395
H 2.1234 -1.5423 0.6340
H 2.7868 0.2037 0.4703
H 1.3887 1.7860 -1.1756
H 0.7965 0.6027 -2.3875
H -0.2627 1.5538 -1.4607
H -2.7483 1.0572 -0.4207
H -3.5849 -0.4224 0.1979
H -2.3965 0.4421 1.2219
*
```

As for the max |F|: 4.53 eV/Å. For the HOMO-LUMO gap (spin up / spin down), the calculation gives 9.48 / 8.05 eV. As for the HOMO energy (spin up / spin down): -9.292 / -8.817 eV. The value obtained for the calculated total energy is -278.32987 Eh. For the energy above the lowest of the compared OMol25 structures with the same formula, charge and spin, the calculation gives 146.0 kcal/mol.


# C31H56N3O2

A 3-piece molecular cluster, C31H56N3O2 overall at a distorted geometry (ωB97M-V with the def2-TZVPD basis set, the Open Molecules 2025 dataset).

```
! RIJCOSX wB97M-V def2-TZVPD def2/J DEFGRID3
* xyz -1 3
C 1.7264 3.5964 2.4292
C 2.0612 3.0945 0.9560
C 2.8622 1.7722 0.7622
C 3.2570 1.2520 -0.6353
C 2.8537 2.0537 -1.8929
C 2.0182 3.3482 -1.6938
C 1.6055 3.9018 -0.2781
C 0.7827 5.2775 -0.2669
N -0.2619 5.3827 0.7754
C -1.1435 4.1915 0.7983
C -1.7180 3.7360 -0.6304
C -2.6653 2.4115 -0.5324
C -1.7671 1.0842 -0.2489
C -3.7469 2.4911 0.6461
H 1.4609 4.7016 2.4730
H 2.5579 3.3149 3.1647
H 0.7958 3.0020 2.7741
H 3.1714 1.1584 1.6830
H 3.8628 0.2914 -0.7308
H 3.1206 1.7708 -2.9612
H 1.7133 3.9487 -2.6216
H 1.5538 6.1110 -0.0343
H 0.4085 5.4912 -1.3417
H -2.0544 4.4809 1.4532
H -0.6900 3.2579 1.2927
H -0.8886 3.4373 -1.3800
H -2.3446 4.5491 -1.1532
H -3.2470 2.2321 -1.5166
H -2.3650 0.1501 -0.5765
H -1.6458 0.9680 0.8934
H -0.7586 1.1048 -0.7772
H -4.4130 3.4186 0.5981
H -3.1791 2.5664 1.6502
H -4.4061 1.5540 0.7157
C 5.6362 -4.3886 -4.5939
C 4.8697 -3.0732 -4.2686
C 4.7444 -2.1569 -5.5147
C 5.9322 -1.2433 -5.8049
C 6.4090 -0.5440 -4.5383
C 6.7127 -1.5482 -3.4109
N 5.5351 -2.4190 -3.1029
O 4.6128 -1.6498 -2.4696
C 7.9437 -2.3903 -3.8294
C 7.2068 -0.7833 -2.1593
C 3.4246 -3.5648 -3.9675
H 6.5927 -4.4756 -4.0777
H 5.0827 -5.2724 -4.2587
H 5.8233 -4.5023 -5.6632
H 3.8703 -1.5046 -5.3941
H 4.5427 -2.7613 -6.4062
H 6.7434 -1.8143 -6.2653
H 5.6366 -0.4916 -6.5431
H 7.3024 0.0475 -4.7703
H 5.6498 0.1785 -4.2165
H 8.2001 -3.1235 -3.0582
H 8.8188 -1.7481 -3.9710
H 7.8130 -2.9202 -4.7731
H 6.4884 -0.0369 -1.8107
H 8.1334 -0.2428 -2.3748
H 7.4117 -1.4710 -1.3345
H 3.3887 -4.1712 -3.0579
H 3.0533 -4.1808 -4.7931
H 2.7169 -2.7392 -3.8532
C -7.0445 -2.3815 2.5754
C -5.5900 -2.0999 3.0537
C -5.2450 -2.8915 4.3432
C -5.6678 -2.2516 5.6630
C -5.3010 -0.7735 5.6985
C -5.8633 -0.0159 4.4812
N -5.4185 -0.6231 3.1882
O -4.0999 -0.3372 3.0346
C -7.4081 0.0047 4.5937
C -5.4740 1.4789 4.5797
C -4.7149 -2.7304 1.9324
H -7.6986 -1.5110 2.6312
H -7.0751 -2.6576 1.5159
H -7.5148 -3.1883 3.1405
H -4.1582 -3.0324 4.3979
H -5.6726 -3.8991 4.2908
H -6.7402 -2.3925 5.8239
H -5.1692 -2.7676 6.4895
H -5.6799 -0.3325 6.6280
H -4.2103 -0.6727 5.7448
H -7.8576 0.5330 3.7471
H -7.7205 0.5253 5.5046
H -7.8574 -0.9869 4.6538
H -4.3937 1.6295 4.6459
H -5.9049 1.9345 5.4765
H -5.8439 2.0386 3.7166
H -4.8325 -2.1974 0.9847
H -5.0045 -3.7733 1.7659
H -3.6516 -2.7400 2.1869
*
```

As for the max |F|: 4.22 eV/Å. For the HOMO-LUMO gap (spin up / spin down), the calculation gives 3.82 / 3.21 eV. As for the HOMO energy (spin up / spin down): -1.680 / -1.680 eV. The value obtained for the calculated total energy is -1529.17504 Eh. The expectation value of S² is 2.01.